228
Properties=species:S:1:pos:R:3:forces:R:3 method="wB97M-V/def2-TZVPD" lumo_ha=0.0162 gap_ha=0.3902 total_charge=0 fmax_ev_per_a=5.45 homo_ha=-0.37398
C 5.30381 -4.55229 8.64948 0.47 0.40 0.36
C 5.98128 -4.34922 7.30413 2.56 1.42 0.75
C 5.12083 -4.18683 6.10165 -1.65 -0.98 0.96
C 5.84170 -3.68797 4.94243 2.25 0.55 -2.56
C 5.04409 -3.25165 3.70169 0.42 0.26 -0.47
C 5.84878 -3.37369 2.40164 1.15 0.72 1.32
H 4.83489 -5.51951 8.80219 -0.16 -0.13 -0.29
H 4.60078 -3.76817 8.89094 -0.52 0.20 -0.24
H 6.04686 -4.44507 9.43585 0.25 -0.22 0.10
H 6.68134 -3.39783 7.33579 -1.29 -1.62 0.30
H 6.70685 -5.17892 7.15976 -0.39 0.34 -0.12
H 4.31772 -3.47756 6.28809 -0.33 0.05 0.39
H 4.65454 -5.17442 5.96005 -0.18 0.29 -0.51
H 6.43249 -2.78128 5.23216 -0.23 -0.70 -0.01
H 6.61828 -4.43441 4.56735 -0.81 0.71 0.60
H 4.05325 -3.62588 3.60894 -0.74 -1.57 -0.04
H 4.72422 -2.22302 3.71595 0.47 0.98 0.60
H 6.13959 -4.36242 2.11657 0.02 -0.94 0.08
H 5.28553 -2.96375 1.59652 -0.22 0.58 -0.75
H 6.83269 -2.82988 2.57075 -1.12 -0.36 -0.49
C -5.13169 4.22287 -4.17947 0.06 -0.75 -1.41
C -3.64932 3.98885 -3.91708 -0.48 0.68 -0.76
C -3.06442 5.14871 -3.19887 1.00 1.68 2.78
C -2.95164 6.51790 -3.91949 -2.16 -0.58 0.52
C -2.29563 7.55690 -3.00105 1.47 -2.05 -1.99
C -1.81266 8.79710 -3.71053 -0.33 0.68 -0.26
H -5.63650 4.43194 -3.27919 -0.74 0.01 1.27
H -5.57875 3.36306 -4.67903 -0.08 -0.34 0.36
H -5.42243 5.01504 -4.85753 0.61 0.59 -0.17
H -3.54052 3.09526 -3.34527 0.11 -0.74 0.56
H -3.12586 3.82846 -4.83748 0.36 -0.22 -0.79
H -2.07591 5.00163 -2.63626 -1.05 -0.40 -1.29
H -3.72296 5.31752 -2.31456 0.11 0.07 -0.34
H -2.40075 6.34267 -4.83220 0.44 0.34 -0.37
H -4.00053 6.81996 -4.22107 1.08 -0.10 0.14
H -2.82219 7.78167 -2.13746 -1.77 0.61 1.39
H -1.49819 6.94564 -2.55902 0.71 0.57 -0.22
H -1.06604 9.24985 -3.06084 0.19 0.37 -0.32
H -1.40254 8.62651 -4.73547 -0.15 -0.06 0.90
H -2.65348 9.52044 -3.82172 0.56 -0.40 0.01
C -1.18421 -3.18968 1.72059 -1.52 -0.04 0.96
C -1.19737 -4.29627 0.66313 -1.02 0.20 0.01
C -2.60337 -4.44021 -0.03386 0.51 -1.03 0.96
C -3.46512 -5.56732 0.64581 0.47 1.67 -0.04
C -4.90104 -5.55655 0.18162 -0.52 -1.28 0.81
C -5.66843 -4.39212 0.77877 1.94 0.92 0.31
H -2.04917 -3.34894 2.47924 1.35 0.35 -1.15
H -1.29407 -2.16570 1.29141 -0.07 -0.75 0.16
H -0.25320 -3.20926 2.27385 0.20 0.05 0.19
H -0.44512 -4.04287 -0.05807 0.38 0.06 -0.55
H -0.85209 -5.25199 1.10988 -0.42 0.38 -0.20
H -2.46224 -4.62307 -1.11835 -0.26 -0.16 0.52
H -3.18266 -3.53048 0.06891 0.22 0.49 -0.08
H -2.98718 -6.48869 0.45787 0.46 -1.29 -0.39
H -3.47240 -5.47035 1.73940 0.27 0.31 -0.07
H -4.87438 -5.58997 -0.89122 -0.43 0.21 -0.72
H -5.37745 -6.50313 0.52248 0.20 0.41 -0.29
H -5.58393 -4.46281 1.90302 0.17 0.59 -1.14
H -5.24553 -3.45477 0.30819 -0.34 -0.63 1.18
H -6.69083 -4.33585 0.56978 -1.68 -0.37 -0.54
C 0.19263 4.10791 -1.81860 -1.40 -0.94 -1.16
C 1.50507 3.61067 -1.33165 1.04 -1.08 1.10
C 2.06099 4.56864 -0.27687 -0.69 -0.49 -0.33
C 3.23873 3.95767 0.45600 -0.95 -0.47 -1.16
C 3.66609 4.61171 1.72512 0.03 -0.70 0.90
C 4.45837 3.56371 2.58863 2.00 1.07 -0.40
H -0.34498 4.40893 -0.95272 -0.85 0.32 0.80
H -0.48014 3.40636 -2.37475 0.85 0.05 0.53
H 0.20233 4.96438 -2.46886 0.60 0.62 -0.29
H 1.42034 2.67112 -0.74780 -0.41 -0.06 -0.82
H 2.27711 3.45388 -2.10699 -0.61 0.08 0.25
H 1.27438 4.85507 0.42330 -0.17 -0.35 0.29
H 2.15734 5.43046 -0.87298 1.26 1.75 -0.21
H 2.91763 2.90244 0.58645 0.29 0.35 0.55
H 4.07602 3.88058 -0.21412 0.63 0.01 -0.46
H 4.29420 5.48781 1.50073 -0.16 -0.29 0.19
H 2.75314 4.98490 2.23053 0.57 -0.20 0.15
H 5.28162 4.16696 3.11426 -1.51 -1.07 0.30
H 3.84865 2.85994 3.20679 0.53 0.92 -0.30
H 5.14008 2.93615 1.93546 -1.11 0.43 0.27
C -5.86009 0.12488 5.12208 -0.04 -0.21 0.58
C -5.35856 -1.29510 5.18010 -1.31 -2.60 1.11
C -5.01360 -1.92187 6.58998 1.31 -0.02 0.13
C -4.59543 -3.46858 6.54351 -0.85 1.53 -0.25
C -4.25138 -4.07988 7.86651 -1.40 -1.04 1.81
C -5.43492 -3.97185 8.89450 0.08 1.05 -0.41
H -6.82402 0.19902 5.66459 0.58 0.24 -0.32
H -5.95488 0.49269 4.11289 -0.42 -0.18 -0.51
H -5.12075 0.78027 5.53668 0.28 0.58 0.72
H -6.20710 -1.96360 4.86454 0.74 0.50 -0.29
H -4.51600 -1.52596 4.54610 0.26 0.25 -0.45
H -5.86484 -1.84011 7.30006 0.56 0.35 -0.55
H -4.08581 -1.37792 7.00868 -1.46 -0.61 -0.27
H -5.41872 -4.11567 6.16374 0.44 0.68 -0.30
H -3.70839 -3.56323 5.93499 0.08 -0.08 -0.69
H -4.07550 -5.13020 7.67554 0.24 -0.43 -0.02
H -3.37101 -3.73336 8.39005 0.39 0.56 -0.26
H -6.37337 -4.54097 8.63197 1.04 0.70 0.09
H -5.16495 -4.17224 9.93471 0.18 -0.54 -0.24
H -5.60733 -2.87332 8.92432 -0.63 -0.74 0.08
C -1.99375 4.21489 1.78912 0.04 -0.90 1.29
C -2.28152 2.77492 1.33739 0.41 -0.34 1.15
C -3.47378 2.60344 0.43864 -1.08 -0.76 -0.70
C -4.79667 2.75720 1.15858 -1.04 0.64 -1.01
C -6.09652 2.64389 0.33356 0.17 -0.30 -0.39
C -7.39338 2.77717 1.17269 0.01 0.43 -1.39
H -2.86101 4.65563 2.29793 0.14 0.07 -0.34
H -1.63948 4.83377 0.99226 0.04 0.51 -0.55
H -1.19993 4.15839 2.56407 -0.29 0.20 -0.47
H -1.38471 2.38000 0.87974 0.31 -0.09 -0.39
H -2.38292 2.16653 2.26907 -0.22 0.24 -0.60
H -3.58721 1.62938 -0.05709 0.82 -0.22 0.21
H -3.40489 3.27928 -0.41157 -0.07 0.46 -0.04
H -4.89541 2.09780 1.98882 0.21 -0.93 0.69
H -4.84040 3.71392 1.58790 0.05 1.62 0.82
H -6.10274 3.30247 -0.56540 0.09 -0.04 0.75
H -6.13048 1.63564 -0.09862 0.01 -0.02 -0.03
H -7.53263 3.71935 1.73145 0.31 -0.37 -0.27
H -8.24006 2.66616 0.46281 0.29 0.17 0.53
H -7.44029 1.93737 1.83520 -0.11 -0.38 0.68
C -2.09671 -0.14057 -8.25086 0.44 1.31 0.24
C -1.68439 0.25960 -6.80835 0.27 0.15 -0.82
C -0.17941 0.57748 -6.70776 -0.30 -0.05 0.47
C 0.32711 1.89400 -7.33625 0.50 0.56 -0.04
C -0.38499 3.14884 -6.81196 0.61 -0.88 1.26
C -0.09277 3.55193 -5.36828 2.25 0.22 0.25
H -2.11014 0.76514 -8.85553 0.04 0.13 -0.21
H -3.11065 -0.45543 -8.20941 -0.89 -0.65 -0.25
H -1.46889 -0.84885 -8.81948 -0.12 0.01 0.79
H -2.24053 1.16125 -6.46565 -0.03 -0.75 -0.31
H -1.95848 -0.58059 -6.14918 0.34 0.41 0.03
H 0.30302 -0.32824 -7.11658 0.41 0.51 0.32
H 0.00406 0.69445 -5.63492 0.44 -0.49 0.02
H 1.43130 2.06077 -7.17326 -0.90 -0.56 -0.16
H 0.14474 1.95688 -8.41089 0.23 -0.52 -0.16
H -0.25064 3.93100 -7.49361 0.64 1.42 -0.94
H -1.40434 2.94078 -6.90819 -1.95 -0.26 0.03
H -0.72713 4.34312 -4.96334 -0.15 -0.06 -0.25
H -0.20986 2.66468 -4.71987 0.23 0.48 -0.05
H 1.01363 3.95573 -5.25984 -2.04 -1.00 -0.12
C 0.20973 -3.46304 -5.96098 -0.32 -1.28 0.50
C -0.24101 -2.85852 -4.65667 -0.21 -0.20 -0.01
C -1.33874 -3.60538 -3.88628 1.21 -0.87 0.19
C -2.60726 -2.79870 -3.99949 0.55 1.06 1.87
C -2.46510 -1.66112 -2.92292 -0.55 0.43 -0.29
C -3.90224 -1.10114 -2.58704 1.44 -1.06 -0.79
H 0.89140 -2.80975 -6.45510 0.51 0.46 -0.60
H -0.65258 -3.66573 -6.57925 -0.23 0.05 -0.52
H 0.71030 -4.44235 -5.80177 -0.19 0.55 -0.02
H 0.61585 -2.79127 -4.02784 0.83 0.39 0.55
H -0.63351 -1.85743 -4.81476 0.38 0.29 -0.15
H -0.88160 -3.71890 -2.81868 -1.55 -0.08 -1.56
H -1.52855 -4.59855 -4.31832 0.43 -0.01 0.23
H -2.71683 -2.38572 -5.00543 0.01 -0.05 0.00
H -3.49884 -3.36518 -3.77809 -0.29 -0.31 0.13
H -1.92826 -2.11901 -2.04911 -0.88 0.46 -0.47
H -1.75943 -0.85301 -3.29701 -0.97 -0.74 0.41
H -4.59692 -1.93860 -2.45170 0.07 0.22 -0.12
H -3.95543 -0.48987 -1.73123 0.19 0.70 1.28
H -4.21261 -0.46862 -3.40166 -0.37 0.04 -0.52
C -0.92262 -0.59636 8.73557 2.17 -0.29 -0.21
C -0.72421 -0.74386 7.17792 -1.17 0.35 0.69
C 0.38133 0.19323 6.64278 -0.42 -1.72 0.08
C 0.85581 -0.15855 5.22984 2.02 1.03 0.44
C 1.73681 1.02743 4.76498 1.54 -0.09 0.29
C 0.90960 2.25597 4.46388 -0.35 -0.65 -2.15
H 0.13350 -0.56682 9.17054 -1.31 -0.31 -0.29
H -1.53800 -1.26896 9.37430 0.34 0.02 -1.11
H -1.27788 0.38330 8.90196 -0.59 1.26 0.34
H -0.56324 -1.78084 6.93765 0.39 -0.46 -0.24
H -1.65396 -0.45502 6.64402 0.23 -0.28 0.35
H 1.26376 0.02909 7.26318 -0.05 0.77 0.36
H -0.04717 1.20163 6.64611 0.64 -0.06 0.39
H 1.49445 -1.03463 5.17712 -0.10 -0.43 0.48
H 0.04797 -0.35030 4.60542 -1.59 -0.13 -1.44
H 2.44346 1.18415 5.59722 -0.52 0.37 0.32
H 2.54913 0.89192 3.99686 -1.35 -0.58 -0.05
H 1.42352 3.18117 4.64404 0.04 0.51 0.33
H 0.66326 2.24036 3.35435 0.15 0.12 1.15
H -0.04227 2.16405 4.97306 -0.11 0.56 0.18
C 4.56995 1.50966 -2.59052 -0.02 -1.54 -2.46
C 4.09430 2.53291 -3.49946 -0.39 0.96 -0.52
N 3.62249 3.32674 -4.19303 0.59 -0.65 0.34
H 3.98932 1.52546 -1.73636 -1.44 -0.07 1.83
H 5.58068 1.62916 -2.28511 0.96 0.15 -0.11
H 4.41490 0.51682 -3.12701 0.40 1.07 0.90
C 5.00437 -2.67905 -1.59108 -1.03 -2.10 -0.58
C 6.30721 -2.40243 -2.12339 -1.26 0.54 0.34
N 7.31720 -2.04768 -2.50276 1.72 0.27 -0.61
H 5.13090 -3.55132 -0.94154 -0.19 0.11 0.16
H 4.30593 -3.04226 -2.39480 0.73 0.67 0.73
H 4.58217 -1.88132 -1.01249 -0.05 0.48 0.07
C 3.49808 -6.10403 0.03426 0.27 -1.42 -2.58
C 2.76293 -4.91267 0.13708 -0.11 -0.13 0.28
N 2.04000 -4.04085 0.18341 -0.92 1.76 0.13
H 3.92687 -6.13151 -0.99686 -0.04 0.08 0.70
H 2.79645 -6.93527 0.02783 0.03 -0.17 0.40
H 4.27045 -6.22273 0.73418 0.89 -0.13 1.09
C 7.08654 -0.20863 1.05063 -1.85 -0.67 -1.38
C 5.60373 -0.30610 0.89165 -0.02 0.76 -0.73
N 4.48704 -0.31017 0.59574 0.71 -0.05 0.53
H 7.27586 -0.06441 2.08473 0.73 0.37 0.69
H 7.47563 0.50528 0.31705 -0.08 0.27 0.66
H 7.42396 -1.16688 0.68870 0.51 -0.47 0.26
C 3.30819 0.07491 -5.82112 -0.61 0.57 1.72
C 3.85530 -1.09327 -5.14017 1.01 0.11 -0.38
N 4.49918 -1.92245 -4.66862 -0.63 0.07 0.07
H 3.08449 -0.13743 -6.84354 -0.13 -0.04 -0.62
H 3.99098 0.92799 -5.69307 -0.01 -0.41 -0.35
H 2.40301 0.37867 -5.26088 0.12 -0.15 -0.51
C 6.05178 -4.52343 -5.05808 -0.64 -0.15 -1.30
C 5.04899 -4.99566 -4.08927 -0.74 -1.19 2.60
N 4.41303 -5.43949 -3.20413 1.49 1.26 -2.66
H 5.55367 -3.81116 -5.75333 0.33 -0.54 0.47
H 6.38235 -5.41317 -5.67251 -0.01 1.04 0.86
H 6.85851 -3.94652 -4.57306 -0.30 -0.62 -0.08
C 3.30243 6.58354 -5.06938 1.09 -0.38 1.37
C 3.59876 6.94962 -3.65185 -0.95 0.33 0.89
N 3.70082 7.30494 -2.54963 0.12 -0.64 -1.65
H 2.43286 7.06912 -5.43911 -0.70 0.61 -0.09
H 3.18415 5.50847 -5.18266 0.10 -0.04 0.20
H 4.17502 6.90491 -5.60451 0.31 0.09 -0.69
C 0.94850 -1.20515 -0.90172 1.44 1.18 -0.15
C 0.94862 -0.18382 -1.98680 -0.23 -3.34 4.30
N 0.98537 0.51650 -2.85400 0.20 2.99 -3.72
H 0.07519 -1.80430 -1.03987 -0.32 -0.78 -0.11
H 0.87984 -0.74764 0.12123 0.35 -0.32 -1.05
H 1.92247 -1.75861 -1.05372 -1.35 0.29 0.60